[1]
68
Properties=species:S:1:pos:R:3:nbo_charge:R:1 method="wB97M-V/def2-TZVPD" energy_ev=-62518.5566 orbital_gap_ha=0.2259 e_lumo_ev=2.03 total_charge=-1 relative_energy_kj_mol=0.0
Tl 0.842 1.354 -0.425 0.784
C 3.191 -3.628 0.244 -0.259
C 3.882 -2.458 -0.038 -0.220
C 3.317 -1.476 -0.838 -0.201
C 2.035 -1.635 -1.377 0.140
C 1.345 -2.818 -1.076 -0.268
C 1.918 -3.801 -0.286 -0.196
N 1.461 -0.570 -2.076 -0.676
C 0.824 -0.763 -3.220 0.228
C 0.883 -1.985 -3.991 -0.292
C 0.293 -2.095 -5.212 -0.170
C -0.435 -1.027 -5.795 -0.313
C -0.534 0.141 -5.099 -0.170
C 0.060 0.296 -3.827 0.021
N -0.048 1.458 -3.104 -0.162
N -0.689 2.416 -3.611 -0.275
C -0.690 3.574 -2.800 0.331
C -1.652 4.543 -3.095 -0.249
C -1.704 5.679 -2.317 -0.171
C -0.796 5.827 -1.272 -0.285
C 0.135 4.822 -1.073 0.064
N 0.202 3.728 -1.830 -0.476
H 3.627 -4.388 0.880 0.205
H 4.874 -2.304 0.373 0.201
H 3.851 -0.558 -1.053 0.208
H 0.341 -2.947 -1.464 0.215
H 1.355 -4.700 -0.062 0.208
H 1.446 -2.816 -3.591 0.217
H 0.390 -3.027 -5.758 0.198
H -0.892 -1.141 -6.769 0.199
H -1.078 0.987 -5.498 0.221
H -2.337 4.365 -3.912 0.221
H -2.447 6.443 -2.513 0.205
H -0.803 6.696 -0.629 0.213
H 0.857 4.884 -0.264 0.211
O -4.133 1.903 0.721 -0.691
C -2.823 2.220 0.602 0.774
O -2.308 2.437 -0.456 -0.552
C -2.113 2.242 1.925 0.072
C -2.723 1.808 3.093 -0.204
C -1.947 1.730 4.240 -0.175
C -0.612 2.072 4.171 -0.200
C -0.109 2.530 2.957 0.102
N -0.841 2.621 1.860 -0.358
C 1.337 2.953 2.816 0.770
O 2.209 2.042 3.244 -0.699
O 1.653 4.040 2.410 -0.561
H -4.469 1.863 -0.185 0.500
H -3.761 1.512 3.088 0.234
H -2.376 1.382 5.170 0.217
H 0.036 1.999 5.033 0.228
H 1.797 1.136 3.031 0.540
O -1.213 -0.477 0.097 -0.598
C -1.323 -1.548 0.666 0.444
C -0.520 -2.137 1.730 -0.333
C -0.807 -3.474 1.990 -0.089
C -0.073 -4.205 2.897 -0.105
C 0.997 -3.606 3.588 -0.142
C 1.284 -2.295 3.370 -0.330
C 0.530 -1.469 2.458 0.552
O 0.792 -0.247 2.325 -0.764
N -0.394 -5.592 3.128 0.535
O -1.328 -6.089 2.512 -0.428
O 0.277 -6.213 3.942 -0.428
H -2.139 -2.229 0.340 0.100
H -1.612 -3.961 1.454 0.233
H 1.578 -4.202 4.277 0.234
H 2.111 -1.819 3.883 0.212

***

[2]
38
Properties=species:S:1:pos:R:3:nbo_charge:R:1 method="wB97M-V/def2-TZVPD" energy_ev=-47794.1479 orbital_gap_ha="0.3214 / 0.3261" e_lumo_ev="-7.60 / -8.45" spin_multiplicity=4 s2=3.7602 total_charge=+2 relative_energy_kj_mol=23.9
V -0.270 0.341 0.029 1.353
N 3.907 0.556 -0.335 -0.636
N 3.748 1.943 -0.424 -0.382
C 2.639 2.529 0.016 0.638
N 2.478 3.831 -0.145 -0.722
N 1.784 1.743 0.737 -0.373
N 0.515 2.083 0.780 0.476
O -0.177 1.551 1.705 -0.432
O -0.083 2.610 -0.198 -0.427
H 4.588 0.336 0.386 0.389
H 4.254 0.216 -1.225 0.387
H 4.512 2.519 -0.754 0.412
H 3.169 4.389 -0.624 0.437
H 1.644 4.306 0.158 0.443
C -2.999 0.137 1.090 -0.426
N -2.315 -0.154 -0.196 -0.511
C -3.001 0.596 -1.277 -0.424
C -2.367 -1.610 -0.498 -0.249
C -1.372 -2.367 0.361 -0.244
N -0.032 -1.728 0.281 -0.513
C 0.595 -1.944 -1.041 -0.461
C 0.849 -2.251 1.348 -0.418
H -4.043 -0.182 1.042 0.229
H -2.966 1.206 1.285 0.235
H -2.510 -0.376 1.917 0.217
H -4.030 0.246 -1.388 0.231
H -2.485 0.447 -2.226 0.214
H -3.012 1.658 -1.037 0.233
H -2.138 -1.739 -1.557 0.219
H -3.380 -1.994 -0.351 0.247
H -1.320 -3.415 0.051 0.238
H -1.675 -2.356 1.407 0.231
H 0.640 -3.002 -1.313 0.257
H 1.613 -1.549 -1.024 0.234
H 0.028 -1.438 -1.836 0.214
H 0.998 -3.327 1.230 0.226
H 0.398 -2.061 2.320 0.233
H 1.815 -1.750 1.306 0.223